[1]
This record from the OMol25 dataset describes a structure of composition C11H11NS. The level of theory is wB97M-V/def2-TZVPD.

Geometry as XYZ:
```
24
Properties=species:S:1:pos:R:3:forces:R:3
C 0.201 -1.011 0.902 -0.5 0.4 -0.3
C 0.468 1.154 -0.268 -0.8 1.6 -1.0
C 0.240 1.919 -1.531 1.1 0.1 2.3
C 0.337 3.298 -1.416 0.4 1.3 0.9
C 0.736 3.915 -0.113 -2.3 0.9 -1.5
C 0.853 3.191 1.051 0.7 -0.1 0.5
C 0.842 1.748 0.963 -0.8 -0.1 -0.2
C -0.606 -2.270 0.637 1.7 -1.9 -2.5
C 0.018 -3.130 -0.338 5.1 1.9 -1.2
C -0.498 -4.274 -0.726 -1.1 -2.7 -1.8
C -1.773 -2.906 0.853 -1.0 2.2 2.0
H 1.299 -1.427 1.080 -2.2 1.5 -0.2
H -0.218 -0.322 1.723 0.8 -1.6 -0.8
H -1.020 -0.335 -0.781 4.4 0.8 1.4
H 0.126 1.309 -2.449 -0.3 0.8 0.7
H 0.063 4.052 -2.239 0.7 -1.5 1.1
H 0.578 5.047 -0.006 0.6 -1.8 -0.4
H 0.931 3.827 2.021 0.1 -1.7 -1.6
H 0.927 1.055 1.848 0.1 1.4 -1.0
H 1.030 -2.885 -0.794 -1.2 0.1 0.7
H -0.188 -5.030 -1.579 -0.6 1.8 2.3
H -2.461 -2.313 1.445 -0.8 -1.1 0.2
N 0.107 -0.191 -0.397 -3.0 -2.2 0.6
S -1.991 -4.421 0.114 -1.0 -0.2 0.0
```
Forces are in eV/Å.

## Properties
E_tot in eV: -23907.33956
Strongest force on any atom in eV Å⁻¹: 5.6
LUMO energy in eV: 0.77
HOMO level in Eh: -0.296
HOMO-LUMO gap in eV: 8.8
Relative energy (zero: lowest compared OMol25 entry of this formula, charge and spin) in eV: 2.8747

[2]
This record from the OMol25 dataset describes the ion C11H11O4 with charge +1. The level of theory is wB97M-V/def2-TZVPD.

Geometry as XYZ:
```
26
Properties=species:S:1:pos:R:3:forces:R:3
C -1.128 1.586 -1.784 -0.3 0.6 -1.6
C -0.223 1.718 0.600 0.9 -3.6 -0.7
C -0.614 1.031 -0.621 0.1 1.2 0.2
C 0.553 1.007 1.554 -2.1 1.6 -1.9
C 0.740 -0.361 1.367 -1.4 -0.2 -0.6
C 0.109 -1.106 0.269 3.1 -2.4 0.4
C -0.328 -0.324 -0.711 -1.4 0.4 -3.0
C -1.197 0.682 -2.927 -0.2 1.3 -0.1
C -1.517 1.059 -4.241 -0.9 1.5 -0.1
C 1.072 1.209 3.977 1.9 2.3 0.6
C 0.372 -3.185 -0.924 -1.4 -0.4 -1.3
O -0.935 -0.565 -2.723 1.1 -0.9 4.0
O 1.494 -0.974 2.235 0.3 -1.5 1.0
O 0.991 1.758 2.543 0.6 -0.8 3.3
O 0.570 -2.413 0.248 -1.2 1.5 0.5
H -1.407 2.638 -1.949 0.3 -0.6 0.4
H -0.549 2.674 0.831 -0.4 1.8 0.1
H -1.691 0.279 -4.973 0.4 -0.1 0.1
H -1.786 2.096 -4.640 0.5 -1.5 1.3
H 0.156 0.947 4.464 -1.2 0.2 -0.6
H 1.524 2.083 4.643 -0.9 -1.8 -1.9
H 1.691 0.321 4.090 0.3 0.4 -0.6
H 0.703 -4.189 -0.727 0.5 -0.2 0.3
H 0.887 -2.771 -1.788 0.3 0.2 0.1
H -0.692 -3.307 -1.249 0.5 0.5 0.7
H 1.203 -1.893 2.436 0.4 0.5 -0.6
```
Forces are in eV/Å.

## Properties
E_tot in eV: -19761.81258
Strongest force on any atom in eV Å⁻¹: 4.2
LUMO energy (alpha / beta) in eV: -5.81 / -6.04
Total charge: +1
HOMO level (alpha / beta) in Eh: -0.447 / -0.470
HOMO-LUMO gap (alpha / beta) in eV: 6.4 / 6.8
Relative energy (zero: lowest compared OMol25 entry of this formula, charge and spin) in eV: 0.7782

[3]
This record from the OMol25 dataset describes a cluster of 2 separate species, C11H12Br2F6NO3P in total. The level of theory is wB97M-V/def2-TZVPD.

Geometry as XYZ:
```
36
Properties=species:S:1:pos:R:3:forces:R:3
C 1.770 -0.827 0.421 0.2 0.9 -1.3
C 2.389 0.663 0.495 -1.8 0.9 0.6
Br 4.339 0.860 0.225 -2.3 -0.6 0.2
C 1.583 1.820 0.742 0.9 -2.2 -0.5
Br 2.565 3.570 0.767 -1.7 -1.3 0.2
C 0.032 1.756 1.008 -2.0 0.7 1.6
C -0.524 2.484 2.280 -1.5 -1.9 -2.5
N -1.943 2.454 2.601 0.8 -1.3 -2.2
C -2.944 1.767 1.830 3.2 -1.2 -2.7
C -2.506 1.016 0.555 1.2 1.7 1.5
C -3.619 0.220 -0.305 1.7 -0.8 0.9
C -3.991 -1.094 0.600 0.5 0.5 0.3
C -2.715 -1.638 1.415 0.6 0.5 3.0
O -2.536 -1.354 2.626 -0.9 -1.0 -4.4
O -1.755 -2.447 0.739 -2.3 0.2 0.9
C -1.014 1.019 0.129 -0.6 1.4 1.5
O -0.635 0.338 -1.048 -1.0 1.6 2.0
H 2.507 -1.633 0.748 -1.0 1.4 -0.2
H 0.742 -0.903 0.922 1.7 0.2 -0.4
H 1.580 -1.006 -0.708 0.5 0.2 1.7
H 0.136 3.058 3.009 -1.0 -0.9 -1.3
H -2.267 2.970 3.441 0.5 -0.6 -0.9
H -4.049 1.750 2.106 1.9 0.3 0.0
H -3.125 -0.182 -1.263 -0.8 1.1 1.4
H -4.524 0.884 -0.498 1.2 -1.1 0.2
H -4.403 -1.941 -0.045 0.4 1.3 0.9
H -4.730 -0.712 1.391 1.0 -1.0 -1.1
H -1.860 -3.355 1.130 0.5 1.1 -0.4
H -0.445 0.955 -1.791 0.1 -0.3 0.7
F 3.279 -0.864 -2.620 -2.1 2.3 -0.1
P 4.564 -1.499 -3.362 0.6 -0.4 -0.5
F 6.064 -2.001 -3.078 1.5 -2.1 -0.5
F 4.091 -0.696 -4.672 -0.3 2.7 -0.7
F 4.502 -2.620 -4.511 -0.2 -2.7 -0.1
F 4.083 -2.646 -2.341 0.9 -2.2 1.3
F 5.356 -0.164 -2.939 -0.7 2.6 1.0
```
Forces are in eV/Å.

## Properties
E_tot in eV: -184909.02493
Strongest force on any atom in eV Å⁻¹: 4.6
LUMO energy in eV: -2.69
HOMO level in Eh: -0.336
HOMO-LUMO gap in eV: 6.4
Relative energy (zero: lowest compared OMol25 entry of this formula, charge and spin) in eV: 6.9275

[4]
This record from the OMol25 dataset describes the molecule C11H12Br2FN. The level of theory is wB97M-V/def2-TZVPD.

Geometry as XYZ:
```
27
Properties=species:S:1:pos:R:3:forces:R:3
C 1.919 -2.207 -0.028 -2.7 3.4 -0.4
C 1.635 -0.999 0.893 0.8 -0.1 -1.5
C 2.789 -0.038 0.903 1.1 2.5 -1.2
N 0.512 -0.275 0.349 -0.2 -0.6 -1.7
C -0.343 0.446 0.860 -1.3 0.1 3.8
C -1.568 1.113 0.263 1.1 -0.2 -0.5
C -2.859 1.071 0.846 0.3 -1.6 -0.5
C -3.960 1.490 0.096 1.9 1.2 0.7
C -3.721 2.294 -1.011 2.9 -0.1 -0.3
C -2.395 2.606 -1.477 -1.2 -5.1 4.6
C -1.305 1.831 -0.898 -3.8 2.3 -0.4
C -0.246 0.690 2.452 1.0 -0.2 1.0
F 1.085 0.743 2.893 -1.5 -0.4 -0.5
Br -1.020 -0.786 3.680 0.3 1.1 -1.3
Br -0.882 2.434 2.918 -0.3 0.2 0.4
H 1.718 -1.848 -1.021 0.5 0.1 -0.7
H 2.857 -2.510 0.126 3.7 -1.4 0.3
H 1.235 -2.969 0.101 -1.4 -1.8 0.7
H 1.589 -1.377 1.873 -1.0 -0.2 1.6
H 3.714 -0.455 1.309 -0.2 -0.2 -0.1
H 2.535 0.880 1.507 0.5 -1.1 -0.8
H 3.027 0.367 -0.150 -0.4 -0.8 1.4
H -3.028 0.499 1.782 0.2 0.6 -0.7
H -4.921 1.463 0.543 -0.9 -0.4 0.0
H -4.522 2.634 -1.579 -1.4 0.9 -0.7
H -2.297 3.233 -2.245 0.7 2.3 -3.0
H -0.368 1.997 -1.336 1.4 -0.3 -0.2
```
Forces are in eV/Å.

## Properties
E_tot in eV: -155891.79271
Strongest force on any atom in eV Å⁻¹: 6.9
LUMO energy in eV: -0.26
HOMO level in Eh: -0.339
HOMO-LUMO gap in eV: 9.0
Relative energy (zero: lowest compared OMol25 entry of this formula, charge and spin) in eV: 0.0000